Here is a 8-piece molecular cluster, H16O8 overall at a distorted geometry from OMol25. Energies are from the ωB97M-V functional and the def2-TZVPD basis.

Summary:
E_LUMO ... 0.1 eV
Orbital gap ... 11.05 eV
Energy above the lowest of the compared OMol25 structures with the same formula, charge and spin ... 53.98 kcal per mole
HOMO energy ... -11.0 eV

Last column: Mulliken charge in e.
Positions of all 24 atoms, in Å:
O  -1.5536  -0.9823  -0.9262  -0.7161
H  -0.6996  -0.9543  -1.3022  0.3664
H  -1.4866  -1.5493  -0.1712  0.3836
O  1.0934  -1.4893  0.9518  -0.5775
H  0.6474  -0.7003  1.1688  0.3528
H  1.7944  -1.5803  1.6098  0.2917
O  -1.7026  -2.7563  0.9768  -0.6511
H  -1.9656  -3.6493  1.2828  0.2837
H  -1.7026  -2.1183  1.7238  0.3099
O  -2.5276  0.7737  -2.9722  -0.6281
H  -2.7436  0.2387  -3.6982  0.2885
H  -2.6216  0.2087  -2.2142  0.3507
O  3.1734  -0.2243  -1.5202  -0.6519
H  3.4134  -0.2573  -0.6022  0.2642
H  2.4324  0.4377  -1.4382  0.4555
O  1.4204  1.6787  -0.7602  -0.7730
H  0.7184  2.1587  -1.2612  0.3315
H  2.1514  2.2737  -0.7262  0.2970
O  -0.5556  0.8547  0.8328  -0.7807
H  -1.0526  0.3557  0.1718  0.2972
H  0.2414  1.0327  0.3358  0.4586
O  0.4324  2.4357  3.0448  -0.6391
H  -0.0866  1.9287  2.3808  0.4138
H  1.1794  1.8847  3.1128  0.2722


Here is a 8-piece molecular cluster, H16O8 overall at a distorted geometry from OMol25. Energies are from the ωB97M-V functional and the def2-TZVPD basis.

Summary:
E_LUMO ... -0.1 eV
Orbital gap ... 10.56 eV
Energy above the lowest of the compared OMol25 structures with the same formula, charge and spin ... 56.41 kcal per mole
HOMO energy ... -10.7 eV

Last column: Mulliken charge in e.
Positions of all 24 atoms, in Å:
O  -18.2183  15.1885  11.7714  -0.6228
H  -18.3660  16.0006  11.2780  0.3157
H  -17.2686  15.2202  11.7522  0.3176
O  -12.0313  19.2764  12.8911  -0.6239
H  -11.8070  19.5140  13.7716  0.3105
H  -12.9706  19.1956  12.7925  0.3473
O  -12.6574  17.8989  15.4020  -0.6455
H  -12.7225  17.4653  16.2741  0.2879
H  -13.3242  17.5753  14.7986  0.3850
O  -15.0632  17.1760  13.9989  -0.6406
H  -15.6358  16.4410  13.7998  0.3039
H  -15.2706  17.9601  13.4823  0.2981
O  -16.7455  14.9447  16.4334  -0.6132
H  -17.1026  15.4617  15.6835  0.3044
H  -16.9563  14.0163  16.2704  0.3039
O  -13.4686  16.2897  11.9227  -0.6240
H  -13.8433  16.5843  12.7342  0.3918
H  -13.1306  16.9877  11.3801  0.2877
O  -15.5518  14.4453  13.3058  -0.5609
H  -16.3161  13.9885  13.6515  0.2701
H  -15.0012  13.8004  12.7981  0.2742
O  -14.5928  19.4864  12.0288  -0.6798
H  -14.1250  20.1132  11.4502  0.3140
H  -15.1203  19.0083  11.4104  0.2987


Here is a 8-piece molecular cluster, H16O8 overall from OMol25. Energies are from the ωB97M-V functional and the def2-TZVPD basis.

Summary:
E_LUMO ... 0.0 eV
Orbital gap ... 11.34 eV
Energy above the lowest of the compared OMol25 structures with the same formula, charge and spin ... 65.66 kcal per mole
HOMO energy ... -11.3 eV

Last column: Mulliken charge in e.
Positions of all 24 atoms, in Å:
O  -3.8298  0.2217  -1.7923  -0.6323
H  -2.9558  -0.1637  -1.8535  0.3091
H  -3.6798  1.1043  -1.4537  0.3230
O  4.5420  -1.6435  2.9774  -0.6446
H  3.7724  -1.3247  2.5060  0.3228
H  5.0735  -2.0725  2.3067  0.3161
O  -2.4344  2.9073  1.7863  -0.6262
H  -3.0606  3.6050  1.5929  0.3137
H  -2.6415  2.6403  2.6818  0.3162
O  3.8768  -0.3869  -2.9856  -0.6327
H  3.2258  -1.0492  -2.7535  0.3173
H  3.5938  -0.0614  -3.8401  0.3138
O  -1.7731  -4.5391  2.4102  -0.6391
H  -2.1019  -3.8095  2.9353  0.3168
H  -0.8416  -4.5888  2.6252  0.3221
O  -0.2784  -2.3819  -3.2871  -0.6364
H  -0.7181  -3.2193  -3.1401  0.3225
H  -0.6601  -2.0496  -4.0995  0.3174
O  0.0518  6.1719  0.1039  -0.6376
H  -0.3427  6.9305  0.5343  0.3168
H  -0.2512  5.4215  0.6151  0.3195
O  0.7733  -0.6164  0.9611  -0.6239
H  0.0146  -0.0394  1.0482  0.3105
H  0.6449  -1.0566  0.1209  0.3152


Here is a 8-piece molecular cluster, H16O8 overall from OMol25. Energies are from the ωB97M-V functional and the def2-TZVPD basis.

Summary:
E_LUMO ... 0.2 eV
Orbital gap ... 11.71 eV
Energy above the lowest of the compared OMol25 structures with the same formula, charge and spin ... 62.83 kcal per mole
HOMO energy ... -11.5 eV

Last column: Mulliken charge in e.
Positions of all 24 atoms, in Å:
O  -13.6765  -14.4720  8.7622  -0.6416
H  -13.8976  -15.1162  8.0896  0.3159
H  -12.7351  -14.5798  8.8975  0.3223
O  -5.4751  -13.5597  11.2599  -0.6482
H  -5.4013  -12.6448  10.9886  0.3178
H  -5.8637  -13.5203  12.1338  0.3236
O  -11.5992  -12.8808  13.6437  -0.6331
H  -12.2041  -12.1944  13.3620  0.3118
H  -11.5291  -13.4638  12.8878  0.3238
O  -5.8682  -20.0990  12.4454  -0.6417
H  -5.1442  -19.4728  12.4491  0.3225
H  -6.3757  -19.8746  11.6655  0.3188
O  -3.8156  -15.0545  7.0784  -0.6304
H  -3.0767  -14.8629  6.5008  0.3177
H  -4.1928  -14.1976  7.2777  0.3132
O  -10.2917  -19.5041  10.8762  -0.6338
H  -11.0811  -19.3891  10.3473  0.3166
H  -10.5894  -19.9798  11.6516  0.3204
O  -7.9778  -14.6183  14.6281  -0.6337
H  -8.1412  -15.5032  14.9545  0.3106
H  -8.8370  -14.1965  14.6380  0.3267
O  -9.4075  -15.3168  10.2043  -0.6399
H  -8.4815  -15.0771  10.2397  0.3236
H  -9.4452  -16.1879  10.5993  0.3169


Here is a 8-piece molecular cluster, H16O8 overall at a distorted geometry from OMol25. Energies are from the ωB97M-V functional and the def2-TZVPD basis.

Summary:
E_LUMO ... 0.1 eV
Orbital gap ... 10.31 eV
Energy above the lowest of the compared OMol25 structures with the same formula, charge and spin ... 63.48 kcal per mole
HOMO energy ... -10.2 eV

Last column: Mulliken charge in e.
Positions of all 24 atoms, in Å:
O  -0.1380  -0.8700  -0.5696  -0.7216
H  -0.0771  -0.4057  0.2728  0.3603
H  -0.7926  -0.3675  -1.0675  0.2661
O  -2.1315  -0.9088  1.2440  -0.6139
H  -2.4284  0.0016  1.3538  0.3041
H  -2.0136  -1.0039  0.2922  0.3227
O  -4.7055  -0.7752  -1.3136  -0.6453
H  -5.0598  0.1130  -1.1930  0.3150
H  -4.8286  -1.1954  -0.4550  0.3305
O  1.4468  1.9319  -1.0752  -0.5899
H  1.8188  1.2655  -1.6639  0.3147
H  2.1807  2.1706  -0.4978  0.2916
O  3.6244  -0.0693  -1.3201  -0.6417
H  3.1023  -0.6382  -0.7432  0.3418
H  4.1172  -0.6856  -1.8736  0.3036
O  2.2189  -1.0142  1.5530  -0.5882
H  2.2722  -1.1767  2.5015  0.2385
H  2.7514  -0.2219  1.4204  0.3034
O  0.6932  -2.9747  0.4708  -0.6411
H  0.8963  -2.0376  0.5686  0.4485
H  0.0777  -3.0051  -0.2703  0.3055
O  -0.8789  3.9103  1.1593  -0.6248
H  -1.0366  4.7333  0.6830  0.3239
H  -1.1093  3.2235  0.5235  0.2962


Here is a 8-piece molecular cluster, H16O8 overall from OMol25. Energies are from the ωB97M-V functional and the def2-TZVPD basis.

Summary:
E_LUMO ... -0.7 eV
Orbital gap ... 9.86 eV
Energy above the lowest of the compared OMol25 structures with the same formula, charge and spin ... 44.71 kcal per mole
HOMO energy ... -10.5 eV

Last column: Mulliken charge in e.
Positions of all 24 atoms, in Å:
O  7.8149  -29.1881  14.3891  -0.6163
H  7.6913  -29.9540  13.8144  0.2794
H  8.0836  -28.4782  13.7988  0.2958
O  4.4022  -27.1242  16.7164  -0.6625
H  5.0651  -27.8233  16.8829  0.4098
H  4.0097  -27.3613  15.8717  0.2923
O  10.1248  -26.3017  15.0510  -0.6200
H  10.0279  -26.8114  14.2398  0.2613
H  9.4949  -25.5714  14.9647  0.3268
O  8.6259  -29.4931  19.3977  -0.6454
H  8.1539  -29.0879  20.1320  0.3073
H  8.8754  -28.7467  18.8118  0.3901
O  6.1876  -29.2491  16.6281  -0.6968
H  6.2947  -30.1307  17.0031  0.3128
H  6.9249  -29.1603  15.9908  0.3832
O  11.8270  -29.0829  16.4973  -0.6685
H  10.9972  -28.7623  16.8741  0.3183
H  11.5601  -29.6764  15.7872  0.3082
O  8.9352  -27.6583  17.3978  -0.6467
H  8.0045  -27.6906  17.1337  0.2848
H  9.3736  -27.0956  16.7386  0.3646
O  12.8675  -26.4281  15.8522  -0.6714
H  12.8064  -27.3886  16.0331  0.3788
H  11.9622  -26.0980  15.8652  0.3143


- What is the HOMO energy in the third record?
  -11.3 eV